(1)
92
Properties=species:S:1:pos:R:3:forces:R:3 method="wB97M-V/def2-TZVPD" total_charge=+2 s2=0.775 spin_multiplicity=2 e_tot_ha=-3237.0755 orbital_gap_ev="7.4 / 6.9" lumo_energy_ev="-5.44 / -5.46"
V -1.83393 -4.99632 21.12021 1.4 0.2 -0.2
N 1.31776 -8.86881 19.28250 1.0 0.9 1.0
C 0.22429 -7.34853 21.15923 0.6 -0.7 -1.2
N -0.63851 -6.54903 20.31777 -0.3 0.1 -0.7
C -0.40321 -6.24646 19.02026 0.1 -0.8 0.0
N -1.24008 -5.55650 18.28043 0.1 -0.2 1.6
N -2.32576 -5.23275 19.12641 -0.9 0.2 -1.5
C -3.37254 -5.00458 18.43622 -1.2 0.1 -0.8
C -4.76952 -4.81740 18.91057 -0.4 1.3 -1.8
C -5.63226 -4.18660 17.97661 1.6 -0.8 -0.6
C -6.97744 -4.07608 18.23605 -0.5 1.0 -1.2
C -7.45974 -4.58408 19.40742 0.5 -0.6 1.2
C -6.51534 -5.16755 20.29185 -1.6 0.4 -0.6
N -5.23009 -5.25894 20.06128 0.9 -0.6 0.5
C 0.81884 -6.62441 18.26105 0.6 0.5 -0.7
C 1.23487 -5.66757 17.30311 -0.6 0.2 0.2
C 2.40640 -5.77877 16.60106 0.1 -0.2 0.4
C 3.24281 -6.84464 16.86455 1.3 -0.1 -1.0
C 2.86423 -7.83159 17.75508 0.3 -0.7 -0.4
C 1.65269 -7.73361 18.40522 -0.9 0.9 0.1
H 2.22470 -9.18384 19.55016 1.0 -0.6 0.2
H -0.42106 -7.70059 21.94154 -0.3 0.1 0.8
H -3.33785 -4.99388 17.31319 0.5 -0.1 1.1
H -5.21033 -3.93204 16.98407 -0.4 0.1 0.8
H -7.63229 -3.57958 17.49288 0.4 -0.5 0.6
H -8.51906 -4.55715 19.63469 0.2 -0.1 0.2
H -6.84956 -5.60671 21.20584 -0.3 -0.2 0.6
H 0.62545 -4.78822 17.09335 -0.1 -0.4 0.4
H 2.67934 -5.01089 15.89787 0.1 0.0 -0.2
H 4.19806 -6.88716 16.29620 -0.7 -0.3 0.7
H 3.47466 -8.73803 17.88231 -0.1 0.5 0.0
C -0.97400 -3.65421 22.81919 1.1 -1.2 -0.6
C -0.53342 -4.94545 23.16636 0.3 0.7 -1.2
C 0.59838 -5.22500 22.13950 -0.2 0.0 0.8
C 0.77739 -4.14086 21.36210 -0.1 1.1 0.6
C -0.08126 -2.97488 21.80981 -0.1 -0.5 0.0
C 0.67119 -1.70447 22.25694 0.7 1.0 -0.4
C 1.24677 -1.85903 23.65850 -0.9 1.2 0.6
C 1.82684 -1.39837 21.28833 -1.3 1.1 -0.7
C -0.22044 -0.46668 22.27090 -1.0 -0.7 0.5
C 1.35704 -6.52338 21.84292 -1.3 0.4 0.2
C 1.78188 -7.18283 23.14665 0.9 -0.1 0.1
C 2.60250 -6.22910 20.99262 -0.6 0.5 0.8
C 0.56447 -8.74848 20.59149 -1.0 0.3 -0.2
C -0.90976 -5.59488 24.50484 -0.4 0.2 0.0
C 0.06726 -5.12397 25.56926 1.2 -1.4 0.2
C -1.05849 -7.10306 24.52222 -0.4 -0.7 0.4
C -2.22116 -4.99850 25.02990 0.2 0.5 0.0
H -1.65971 -3.06461 23.36387 -0.6 0.3 0.6
H 1.49893 -3.98777 20.55913 -0.3 -0.3 0.2
H 1.79534 -2.74704 23.78428 0.6 -1.4 0.2
H 0.46815 -1.76139 24.44564 0.3 -0.3 -0.4
H 1.95080 -1.04823 23.86616 -0.1 0.0 -0.2
H 2.64882 -2.04414 21.39833 1.1 -1.0 0.1
H 2.18623 -0.36986 21.45696 -0.1 -0.4 0.0
H 1.45907 -1.43466 20.24257 0.3 0.0 0.4
H -1.09728 -0.69469 22.90909 0.0 0.3 -0.6
H -0.48204 -0.05985 21.29737 -0.4 -0.4 -0.2
H 0.27135 0.34745 22.75438 0.6 0.5 0.5
H 1.63629 -6.55023 24.00182 -0.3 0.2 0.2
H 2.84132 -7.33406 23.14268 0.8 -0.2 -0.1
H 1.37478 -8.15521 23.37409 -0.4 -0.3 -0.2
H 3.17224 -5.48905 21.57834 0.2 -0.5 -0.4
H 2.37429 -5.80862 20.02587 0.0 0.1 -0.2
H 3.15353 -7.14654 20.85825 0.5 -0.2 0.0
H 1.04704 -9.39652 21.33359 0.2 0.3 -0.3
H 0.92992 -9.62917 18.77524 -0.7 -0.8 -0.9
H -0.37820 -9.23094 20.33815 -0.2 0.2 0.3
H 1.04827 -5.62609 25.57302 -0.2 0.3 -0.3
H -0.30162 -5.32031 26.56815 -0.4 0.1 0.2
H 0.19626 -4.08778 25.42950 0.4 1.3 0.2
H -0.13431 -7.63952 24.36085 0.0 0.1 0.0
H -1.80578 -7.50205 23.81236 0.2 0.3 0.3
H -1.37589 -7.38940 25.54236 0.0 0.1 -0.5
H -2.15949 -3.91943 25.20122 0.2 -0.1 0.2
H -2.44750 -5.46790 25.98334 -0.2 0.0 0.0
H -3.02873 -5.11867 24.34579 -0.9 -0.4 -0.6
O -3.42105 -7.64599 21.66379 -0.2 0.8 -0.4
C -3.06482 -6.58222 21.50014 0.3 -1.3 1.0
C -5.13439 0.23618 20.61964 -0.8 1.6 -0.6
C -4.49200 -1.02282 20.96374 -0.2 -0.9 0.7
C -5.14367 -2.03194 21.70939 0.5 -0.3 0.0
C -4.45117 -3.23190 21.89572 -1.4 0.1 0.0
N -3.25711 -3.43215 21.33637 -0.3 0.0 0.4
C -2.71154 -2.37002 20.76549 1.2 0.0 -0.2
S -1.04357 -2.72186 20.20830 -0.1 0.2 0.0
N -3.23632 -1.20013 20.57559 0.4 0.2 -0.5
H -6.21584 0.11548 20.75407 0.2 0.4 -0.1
H -4.91013 0.58896 19.58093 -0.2 -0.6 0.8
H -4.79080 1.07725 21.25440 -0.1 -0.5 -0.1
H -6.15553 -1.88675 22.09831 0.5 -0.1 -0.1
H -4.90639 -4.09464 22.40216 0.3 0.6 -0.1

(2)
13
Properties=species:S:1:pos:R:3:forces:R:3 method="wB97M-V/def2-TZVPD" smiles="[H]/N=C/N.O.O" spin_multiplicity=1 e_tot_ha=-302.8810 orbital_gap_ev=10.4 lumo_energy_ev=0.90
H 0.83133 0.75112 -2.60104 0.3 0.9 0.1
N 0.59761 0.79022 -1.61311 -0.6 -0.8 -0.7
C -0.64379 1.07996 -1.45018 0.5 0.2 1.2
N -1.28061 0.73954 -0.29852 0.3 0.3 -0.5
H -1.23783 1.74465 -2.07717 -0.1 -0.4 -0.5
H -0.88869 -0.01765 0.24795 -0.2 0.0 -0.1
H -2.26226 0.92018 -0.25951 -0.2 -0.1 0.3
O 0.29339 -0.59898 3.00524 -1.0 0.5 -0.2
H 1.10449 -0.93945 3.34344 0.9 -0.4 0.3
H 0.52806 -0.15488 2.18709 0.1 -0.1 -0.2
O 0.71768 -1.48874 -0.18639 1.2 0.0 -0.4
H 1.49759 -2.03878 -0.39430 -0.7 0.1 0.4
H 0.94807 -0.65774 -0.68998 -0.5 -0.2 0.2

(3)
35
Properties=species:S:1:pos:R:3:forces:R:3 method="wB97M-V/def2-TZVPD" smiles="COC1=CC(=O)C(C#CCOCc2ccccc2)=CC1=O" spin_multiplicity=1 e_tot_ha=-956.9548 orbital_gap_ev=7.6 lumo_energy_ev=-1.65
C 4.24766 4.80524 1.20060 0.7 0.7 0.9
O 2.95614 4.12405 1.32307 1.3 1.3 -1.3
C 2.85922 2.97881 0.58750 0.2 -0.5 2.0
C 3.48233 1.87611 1.04463 0.1 1.3 -0.6
C 3.05195 0.62525 0.48007 1.0 -3.4 0.5
O 3.69033 -0.42201 0.64161 -0.5 1.4 -0.1
C 1.73387 0.49858 -0.19865 -1.9 2.2 -2.8
C 1.18047 -0.79795 -0.48047 -0.8 -3.2 0.5
C 0.74641 -1.95469 -0.57968 0.9 3.2 0.2
C 0.22453 -3.32025 -0.80883 -2.8 1.7 0.0
O -0.61096 -3.75577 0.33450 0.6 0.7 -0.7
C -2.04149 -3.81034 0.12632 0.1 2.7 3.0
C -2.85592 -2.45538 -0.11835 1.3 -1.5 0.7
C -2.71259 -1.43668 0.83801 0.9 0.1 -0.1
C -3.38221 -0.26344 0.62958 -0.9 1.5 -0.1
C -4.26235 -0.04153 -0.48147 1.1 -0.4 1.0
C -4.36957 -1.04057 -1.42599 0.8 -1.7 1.6
C -3.69567 -2.28603 -1.22328 0.3 0.3 0.4
C 1.11582 1.61274 -0.80306 3.9 -1.7 3.5
C 1.79408 2.95033 -0.45566 -3.4 1.3 -1.6
O 1.31455 4.00617 -0.90159 1.4 -1.9 0.8
H 4.76895 4.67486 0.24187 -0.9 0.2 -0.2
H 4.21569 5.90432 1.50476 -0.7 -1.5 -0.7
H 4.97661 4.38959 1.90179 -0.3 -0.3 0.3
H 4.28377 1.92887 1.80821 -0.8 -0.2 -0.6
H 1.09235 -3.93087 -0.93012 0.1 -1.0 -0.1
H -0.43652 -3.22194 -1.75601 1.2 -0.7 1.3
H -2.15575 -4.38969 -0.65955 -0.9 -2.8 -4.2
H -2.44223 -4.42279 0.97397 0.4 1.0 -0.3
H -1.98932 -1.45363 1.70095 -0.9 -0.5 -1.1
H -3.20810 0.52567 1.38317 -0.4 -0.3 -0.6
H -4.83237 0.88482 -0.54425 0.2 -0.2 -0.1
H -5.07714 -1.02083 -2.19545 -0.8 0.4 -1.2
H -3.85202 -3.14797 -1.89864 0.1 0.7 0.3
H 0.18946 1.38697 -1.25956 -0.8 0.8 -0.9

(4)
23
Properties=species:S:1:pos:R:3:forces:R:3 method="wB97M-V/def2-TZVPD" smiles=Cc1ccccc1.CC spin_multiplicity=1 e_tot_ha=-351.3198 orbital_gap_ev=10.0 lumo_energy_ev=1.01
C -0.14487 2.02596 -1.18312 -0.3 -0.1 -0.9
C -0.86103 1.44569 -0.00190 -0.8 0.3 -0.2
C -2.26051 1.53029 0.07384 0.5 -0.6 -0.4
C -2.92953 1.12021 1.20594 -0.2 0.4 0.4
C -2.21932 0.64941 2.30953 -0.3 0.0 -0.1
C -0.85591 0.48810 2.21041 0.3 0.3 0.0
C -0.18443 0.88919 1.06013 0.3 0.0 0.0
H -0.80433 2.67339 -1.76703 0.0 0.3 0.4
H 0.11515 1.28014 -1.93939 0.3 -0.3 0.3
H 0.74485 2.58589 -0.90262 0.0 -0.1 0.0
H -2.82110 1.80061 -0.81422 0.0 0.4 0.1
H -3.99580 1.30624 1.24841 -0.1 -0.3 0.1
H -2.70292 0.43465 3.25291 -0.2 -0.1 -0.1
H -0.31254 0.15161 3.07734 0.2 -0.2 0.0
H 0.89195 0.82738 0.95880 0.1 -0.1 0.3
C 2.76303 -3.00082 -1.24823 0.3 0.9 0.4
C 1.82221 -1.81871 -1.00438 -0.1 -0.2 0.6
H 2.99880 -3.45969 -0.29233 -0.2 -0.4 0.0
H 2.31452 -3.72360 -1.92440 0.1 -0.1 0.0
H 3.72661 -2.65175 -1.62373 -0.1 -0.1 -0.3
H 1.69230 -1.17863 -1.87343 -0.3 -0.2 -0.2
H 2.14435 -1.15506 -0.19587 0.4 -0.1 -0.1
H 0.87852 -2.22051 -0.62665 -0.2 0.3 -0.4

(5)
37
Properties=species:S:1:pos:R:3:forces:R:3 method="wB97M-V/def2-TZVPD" total_charge=-1 s2=6.075 spin_multiplicity=5 e_tot_ha=-1976.7856 orbital_gap_ev="3.2 / 6.3" lumo_energy_ev="2.99 / 2.81"
N -2.21898 -0.70671 -0.93938 -1.8 0.9 2.2
C -2.59406 -2.00317 -0.93937 -1.8 -1.3 0.0
C -3.94143 -2.37749 -0.93283 2.2 -0.5 0.0
C -4.92032 -1.39092 -0.92341 -1.6 -0.3 0.0
C -4.53575 -0.04867 -0.92206 1.7 1.4 0.1
C -3.17687 0.25379 -0.90951 -1.9 -0.2 0.0
H -1.81676 -2.77377 -0.94356 -0.1 0.3 0.0
H -4.18971 -3.44209 -0.91274 0.0 0.3 0.0
H -5.96441 -1.65487 -0.89744 -0.2 -0.1 0.0
H -5.24989 0.77142 -0.90348 0.0 -0.2 0.0
H -2.83574 1.29187 -0.87572 0.0 -0.2 0.0
C -0.24234 -0.62584 -2.18864 0.8 0.6 -1.4
C 1.02073 -0.45530 -1.59102 3.0 -0.2 -0.2
C 1.53891 -0.74270 -0.28906 -0.3 -0.8 0.7
C 2.98339 -0.68509 0.08031 -0.1 -1.5 -0.2
C 3.11777 -0.88368 1.49329 0.0 -1.8 -0.6
C 1.78585 -1.00900 2.05573 -0.4 -1.2 -0.6
C 0.83011 -0.92049 0.98823 0.0 -3.2 -0.9
Fe 1.98891 0.67783 1.04537 0.1 0.4 0.3
C 0.96346 2.27375 0.44765 0.6 1.4 1.2
C 2.36572 2.36148 0.05604 0.1 1.1 1.4
C 3.17687 2.25474 1.26090 -1.0 2.8 0.2
C 2.28059 2.09618 2.39695 0.1 1.3 -1.0
C 0.91174 2.10304 1.89522 0.5 2.0 -0.7
H -0.35606 0.00714 -3.07420 0.2 -0.3 -0.3
H -0.55260 -1.65395 -2.42420 -0.1 0.2 0.3
H -1.01079 -0.24497 -1.41960 0.1 -0.8 -0.4
H 1.79879 -0.11057 -2.27441 0.3 0.3 0.2
H 3.79692 -0.59275 -0.63974 -0.3 0.1 0.2
H 4.05341 -0.99896 2.03723 -0.3 0.3 -0.1
H 1.55934 -1.22753 3.10100 0.1 0.4 -0.4
H -0.24707 -1.04113 1.04413 0.2 0.3 0.2
H 0.11302 2.40943 -0.20503 0.1 -0.4 0.0
H 2.72905 2.56887 -0.94146 0.0 -0.3 0.1
H 4.25196 2.36565 1.31153 -0.1 -0.3 0.0
H 2.57250 2.07261 3.43810 0.0 -0.3 -0.1
H 0.01370 2.08185 2.49517 0.1 -0.3 0.0

(6)
113
Properties=species:S:1:pos:R:3:forces:R:3 method="wB97M-V/def2-TZVPD" total_charge=+1 spin_multiplicity=1 e_tot_ha=-3217.3937 orbital_gap_ev=8.2 lumo_energy_ev=-2.43
C 6.83122 -3.50501 1.55181 -0.2 0.0 0.0
C 5.95492 -4.64397 1.06716 0.0 0.0 0.0
O 4.70121 -4.11676 0.59659 0.1 0.0 0.0
C 3.82897 -5.10758 0.10872 -0.1 -0.1 -0.1
C 3.95965 -5.32409 -1.40794 -0.1 -0.1 0.2
O 4.33430 -4.11977 -2.09674 -0.2 0.0 -0.2
N 3.46525 -3.05609 -1.83754 -0.1 0.1 0.2
C 2.15977 -3.18962 -2.51640 -0.3 -0.2 -0.2
C 1.23878 -2.03037 -2.16044 0.2 0.0 0.2
I -0.57807 -2.60553 -3.16064 -0.1 -0.1 0.0
C 1.81999 -0.63226 -2.47383 -0.1 0.3 0.0
C 1.04391 0.48625 -1.70845 0.1 -0.1 -0.1
C -0.43352 0.29264 -1.39532 -0.1 0.1 -0.1
C -1.07645 1.51156 -0.71953 0.1 0.0 -0.1
P -0.26999 2.41411 0.62306 -0.1 -0.1 0.1
O -1.20374 3.37982 1.20756 0.1 0.1 0.0
O 0.40233 1.36967 1.61603 0.2 -0.1 -0.3
C -0.36980 0.28681 2.17408 -0.1 0.0 0.3
C -1.56259 0.75343 2.99749 -0.1 -0.1 0.0
O 1.06980 3.04003 0.02372 0.0 0.0 -0.1
C 0.91160 4.17402 -0.86582 -0.1 0.1 0.0
C 2.23519 4.90819 -1.02732 0.0 0.1 0.1
P 1.77272 -0.44684 -4.38500 0.1 -0.2 -0.1
C 0.26454 0.55760 -4.71762 0.0 -0.1 0.0
C 3.02510 0.81269 -4.84447 -0.1 0.1 0.1
C 3.26030 -0.59914 -1.81486 0.0 -0.4 0.0
P 3.95741 1.16478 -1.69668 -0.2 0.2 -0.2
C 5.66431 1.14229 -2.40074 0.2 0.1 0.2
C 6.00484 2.50950 -3.03363 0.0 -0.1 -0.1
C 4.21806 1.39730 0.12922 0.1 -0.1 0.0
C 4.36499 0.23699 1.12214 -0.1 0.1 0.0
C 4.22966 -1.71345 -2.25099 -0.1 0.3 -0.1
N 5.47085 -1.73171 -1.58068 0.1 0.0 0.1
O 4.35681 -1.75726 -3.61051 0.2 -0.1 -0.1
H 6.62345 -2.60163 0.97827 0.1 0.0 -0.1
H 6.63232 -3.26981 2.59583 0.0 0.0 0.0
H 7.88551 -3.74556 1.43269 0.0 0.0 0.1
H 6.43712 -5.19757 0.25497 0.0 0.0 0.0
H 5.73231 -5.33690 1.88273 0.1 -0.1 -0.1
H 3.98606 -6.07269 0.60003 0.0 0.0 0.0
H 2.81037 -4.80057 0.36740 0.0 0.1 0.0
H 4.75016 -6.01771 -1.68248 0.1 0.1 0.1
H 3.02292 -5.72999 -1.79661 0.0 0.0 -0.1
H 3.32945 -2.97973 -0.82252 0.1 -0.1 0.0
H 2.33678 -3.23905 -3.58945 0.2 0.1 0.0
H 1.70465 -4.12393 -2.19531 0.0 0.0 0.0
H 0.97701 -2.07839 -1.09922 0.0 0.0 0.0
H 1.17745 1.41421 -2.26019 0.0 0.1 0.0
H 1.55552 0.66238 -0.75733 -0.1 0.0 0.1
H -0.57608 -0.59795 -0.78036 0.0 0.0 0.1
H -1.00831 0.11451 -2.30471 0.1 0.0 0.0
H -1.21004 2.30543 -1.46475 -0.1 0.0 0.0
H -2.08451 1.26145 -0.37970 0.0 0.0 0.1
H 0.33616 -0.26050 2.79659 0.1 0.1 0.0
H -0.68215 -0.38409 1.37201 0.0 0.0 -0.1
H -1.37185 1.73994 3.41655 0.0 0.0 0.0
H -2.48088 0.80839 2.41140 0.1 0.1 -0.1
H -1.73519 0.05262 3.81450 0.0 0.0 0.0
H 0.14476 4.82730 -0.44757 0.0 0.0 0.0
H 0.54860 3.80586 -1.82935 0.0 0.0 0.0
H 2.14217 5.94454 -0.70561 0.0 0.0 0.0
H 2.56989 4.91139 -2.06299 0.1 -0.1 0.0
H 3.00064 4.44940 -0.40501 0.0 -0.1 0.0
H -0.58676 -0.09828 -4.88993 0.0 0.1 0.1
H 0.00548 1.30019 -3.96672 0.0 0.1 0.0
H 0.46298 1.09010 -5.64833 0.0 0.0 0.0
H 3.03115 1.70904 -4.22598 0.0 0.0 0.1
H 4.01891 0.37681 -4.89134 0.1 0.0 0.1
H 2.74359 1.11312 -5.85551 0.1 0.0 0.0
H 3.05624 -0.81804 -0.75674 0.1 0.0 0.0
H 5.76175 0.34462 -3.13172 -0.1 0.0 -0.1
H 6.36797 0.91656 -1.60037 0.0 -0.1 0.0
H 6.77950 3.02367 -2.46721 -0.1 0.1 0.0
H 5.13229 3.16221 -3.09313 0.0 0.0 0.0
H 6.37553 2.38404 -4.05082 0.0 0.0 0.0
H 3.37354 2.01108 0.44109 0.0 0.1 0.1
H 5.10601 2.03360 0.17776 0.0 0.1 0.0
H 5.01782 0.51619 1.94861 0.0 0.0 0.0
H 4.78858 -0.65516 0.67329 0.1 -0.1 0.0
H 3.39978 -0.02558 1.56115 0.0 0.0 -0.1
H 5.42177 -2.14052 -0.65577 0.0 0.1 0.1
H 6.18354 -2.22298 -2.10695 0.0 0.0 0.0
H 5.04178 -2.39416 -3.87450 -0.2 0.1 0.1
C -7.48761 1.49114 0.80480 0.0 0.0 -0.1
C -6.09729 1.08568 1.25893 0.0 0.0 0.1
O -5.12116 1.07311 0.22862 0.1 0.0 0.0
C -4.90000 2.31513 -0.42318 0.0 0.0 -0.1
C -4.43231 3.42647 0.49829 0.0 -0.1 0.0
H -7.83875 0.83508 0.00687 0.0 0.0 0.0
H -8.17813 1.42148 1.64673 0.0 0.0 0.0
H -7.51715 2.51809 0.43898 0.0 0.0 0.0
H -6.12020 0.06029 1.63113 0.0 0.0 0.0
H -5.77040 1.72034 2.08993 0.0 0.0 0.0
H -5.78663 2.62222 -0.98934 0.0 0.0 0.1
H -4.12165 2.09511 -1.15757 0.0 0.0 0.0
H -5.18804 3.70892 1.23226 -0.1 0.0 -0.1
H -4.19516 4.31474 -0.08921 0.0 0.0 0.0
H -3.52883 3.12777 1.02839 0.0 0.1 0.0
C -9.26309 -1.39583 3.75384 0.0 0.1 0.0
C -8.14784 -0.67017 4.48754 0.0 0.0 -0.1
O -8.47242 0.65002 4.88049 0.0 0.0 0.0
C -9.57177 0.78492 5.76657 0.0 0.0 0.0
C -9.39585 0.06372 7.09117 0.1 0.0 0.0
H -9.57616 -0.82950 2.87536 0.0 0.0 0.0
H -8.91356 -2.37647 3.42833 0.0 0.0 0.0
H -10.13803 -1.55133 4.38582 0.0 0.0 0.0
H -7.28941 -0.55444 3.82375 0.0 0.0 0.0
H -7.80864 -1.26263 5.34522 0.0 0.0 0.0
H -10.50089 0.46640 5.28046 0.0 0.0 0.0
H -9.65448 1.85814 5.93766 0.0 0.0 0.0
H -9.32895 -1.01771 6.96612 0.0 0.0 0.0
H -10.25149 0.26766 7.73571 0.0 0.0 0.0
H -8.49210 0.40549 7.59725 0.0 0.0 0.0